Entry 1:
Computed, not measured: C32H26Br2F3N5PbS5 as an isolated structure, with wB97M-V/def2-TZVPD.

```
74
Properties=species:S:1:pos:R:3:forces:R:3
Pb -0.29900 -0.27098 -0.38653 0.033 -0.057 -0.061
Br 1.18434 3.16945 1.27106 0.022 -0.055 0.226
C 0.07814 4.69520 0.87702 -0.190 0.044 -0.229
Br -1.29710 4.25645 -0.40056 0.090 0.121 0.075
H 0.71162 5.46250 0.45279 0.002 -0.016 -0.018
H -0.38629 5.01621 1.79963 -0.030 -0.048 -0.002
N 1.08181 -2.00032 -1.81563 -0.065 0.001 -0.200
C 1.10100 -1.64154 -3.20559 0.194 -0.029 -0.068
C 2.09968 -2.06512 -4.04147 -0.156 -0.024 0.176
C 2.07435 -1.77017 -5.41601 -0.015 0.025 -0.142
C 1.02571 -1.07985 -5.95023 0.088 -0.041 -0.016
C 0.01449 -0.56843 -5.10703 -0.009 -0.036 0.220
C -1.04684 0.22262 -5.59857 -0.010 0.056 0.127
C -1.90223 0.82430 -4.71815 0.024 0.019 -0.164
C -1.71290 0.61200 -3.34618 0.026 -0.001 0.136
N -0.80040 -0.19656 -2.85311 -0.086 -0.270 0.053
C 0.07314 -0.80268 -3.70863 0.041 0.015 -0.342
H 1.97705 -2.39951 -1.55624 -0.014 -0.019 0.061
H 0.37557 -2.71648 -1.65248 0.081 -0.037 0.053
H 2.90775 -2.66509 -3.63878 -0.008 -0.027 -0.027
H 2.88100 -2.11968 -6.04523 -0.028 -0.022 -0.021
H 0.96930 -0.88848 -7.01374 0.012 0.017 0.001
H -1.14492 0.36184 -6.66775 -0.006 0.065 0.004
H -2.69498 1.47850 -5.05274 -0.001 -0.017 -0.003
H -2.31897 1.14766 -2.62532 -0.118 -0.056 0.050
C 2.79738 0.80056 5.18113 -0.043 -0.058 -0.093
C 1.50697 0.37045 5.46743 0.011 0.010 0.075
C 0.73445 -0.23767 4.49516 -0.010 -0.021 -0.236
C 1.23901 -0.41258 3.20691 0.102 -0.020 0.549
C 2.51580 0.06363 2.93351 -0.173 0.052 0.195
C 3.30871 0.64269 3.90265 0.176 0.071 -0.110
N 0.53053 -1.06790 2.17685 -0.181 -0.195 -0.831
N -0.28393 -1.92725 2.56603 0.351 0.525 1.218
C -1.09710 -2.59658 1.68111 -0.569 -0.604 -1.180
C -1.77681 -3.67441 2.27357 0.272 0.376 0.014
C -2.57413 -4.49882 1.50878 -0.114 -0.097 -0.160
C -2.67466 -4.26104 0.14602 0.024 -0.087 0.121
C -2.03078 -3.16893 -0.43406 0.072 0.190 -0.238
C -1.24910 -2.28896 0.29624 0.437 0.162 0.694
H 3.41283 1.25306 5.94545 -0.029 0.017 0.018
H 1.10620 0.49963 6.46360 -0.004 0.005 -0.007
H -0.26632 -0.59039 4.69823 -0.010 0.004 0.068
H 2.18366 -0.23451 0.98799 0.107 -0.064 -0.101
H 4.31780 0.95977 3.67410 -0.010 0.033 -0.021
H -1.63803 -3.84018 3.33388 -0.041 -0.012 0.007
H -3.10922 -5.32050 1.96375 0.047 -0.035 -0.007
H -3.25883 -4.93130 -0.47190 -0.043 0.037 -0.009
H -2.16713 -3.00358 -1.49798 -0.036 -0.001 -0.050
C -5.87780 -1.43585 -2.69916 0.128 0.218 0.050
S -4.50652 -1.05011 -1.58297 0.107 0.258 0.188
C -4.79536 0.60620 -1.19039 -0.619 -0.392 -0.630
C -4.06147 1.29416 -0.22655 0.493 0.522 0.775
S -2.73541 0.77124 0.68891 -0.619 0.045 -0.241
S -4.67953 2.88534 0.16548 0.004 -0.277 -0.242
C -6.00586 2.91214 -0.95736 -0.234 0.391 0.024
S -7.05117 4.13966 -1.12998 0.219 -0.246 0.019
S -6.11525 1.45778 -1.92167 0.274 -0.152 0.204
H -5.84909 -2.51307 -2.84227 0.024 -0.003 -0.008
H -5.75483 -0.92970 -3.65483 -0.022 -0.045 -0.018
H -6.82101 -1.15430 -2.23619 -0.046 -0.090 0.002
F 7.89820 0.43180 0.44499 -0.034 -0.018 -0.016
C 7.33231 -0.62042 1.03867 0.213 -0.062 0.045
F 7.67390 -1.72608 0.36471 -0.029 0.034 -0.003
F 7.84423 -0.72559 2.27447 -0.034 0.008 -0.040
C 5.84067 -0.47796 1.10606 -0.108 0.072 -0.014
C 5.03714 -1.60771 1.37816 -0.133 0.091 -0.003
C 3.70568 -1.49066 1.53682 0.170 -0.390 -0.065
N 3.04779 -0.18066 1.55148 0.097 -0.055 0.231
C 3.88266 0.91509 1.06168 0.095 0.275 -0.062
C 5.21121 0.76837 0.90290 -0.041 -0.103 -0.063
H 5.48518 -2.59024 1.44625 -0.024 -0.009 0.025
H 3.04656 -2.31595 1.76135 -0.090 0.087 0.005
H 3.35005 1.84299 0.91645 0.025 -0.083 -0.010
H 5.79280 1.62107 0.57939 -0.025 0.029 0.042
```
Forces are in eV/Å.

Values from the calculation:
**Net charge**: +2
**HOMO-LUMO gap (spin up / spin down)**: 0.2122 / 0.2006 Ha
**Energy relative to the best compared isomer or geometry (same formula, charge and spin)**: 44.7 kcal per mole


Entry 2:
Computed, not measured: C32H26F5NO3P2SSeTi as an isolated structure, with wB97M-V/def2-TZVPD.

```
72
Properties=species:S:1:pos:R:3:forces:R:3
Ti 0.61208 1.76545 0.49624 0.433 0.458 -0.106
C -1.91095 -1.62239 2.19188 -0.020 -0.093 -0.076
N -0.87890 -1.07242 1.27710 0.059 0.071 0.095
P -1.35635 0.01754 0.06141 0.017 0.036 -0.024
C -1.37278 -0.86890 -1.51310 0.021 -0.147 0.159
C -1.66473 -0.15742 -2.67348 -0.009 0.088 -0.017
C -1.81126 -0.82749 -3.87649 0.003 0.038 -0.025
C -1.67384 -2.20804 -3.92513 0.000 -0.034 0.033
C -1.40169 -2.92368 -2.76636 -0.015 -0.004 -0.050
C -1.25507 -2.25757 -1.55950 0.020 0.106 0.045
C -3.10471 0.42737 0.29588 -0.076 -0.174 -0.160
C -4.01970 -0.53135 -0.16975 0.019 0.013 -0.060
C -5.37871 -0.34936 0.00297 -0.017 0.040 0.032
C -5.85237 0.79980 0.62475 0.036 -0.031 -0.018
C -4.95738 1.75733 1.07188 -0.028 0.041 0.037
C -3.59174 1.57528 0.91380 0.063 0.026 0.110
P 0.59143 -0.54482 2.05513 -0.264 -0.195 -0.560
C 1.13147 -2.02598 2.94018 0.105 0.233 0.277
C 1.76159 -1.85749 4.16881 -0.023 0.046 0.031
C 2.24910 -2.96510 4.85005 0.005 -0.005 0.003
C 2.09319 -4.22998 4.30849 -0.004 -0.001 -0.001
C 1.44991 -4.39861 3.08479 0.019 -0.022 0.022
C 0.97205 -3.30112 2.39481 -0.021 0.038 -0.065
C 1.76150 -0.51027 0.63337 0.001 -0.195 -0.024
C 2.79254 0.44074 0.70873 -0.082 -0.040 0.122
C 3.84229 0.43480 -0.21138 -0.034 0.044 0.029
C 3.86458 -0.52427 -1.20551 0.025 0.004 -0.005
C 2.84469 -1.47619 -1.29523 -0.004 0.001 -0.005
C 1.80388 -1.47047 -0.39181 -0.005 0.053 -0.005
H -2.66834 -2.14405 1.61162 -0.003 0.005 0.011
H -2.39157 -0.84029 2.78238 -0.011 -0.007 -0.001
H -1.44101 -2.33930 2.86077 -0.006 0.006 -0.004
H -1.80466 0.91874 -2.64031 0.002 0.000 0.003
H -2.04015 -0.27448 -4.77751 -0.004 0.006 0.003
H -1.79437 -2.72799 -4.86588 0.003 -0.008 0.002
H -1.32110 -4.00193 -2.80047 0.002 0.000 0.000
H -1.07901 -2.81525 -0.64741 0.006 -0.015 0.001
H -3.67707 -1.42130 -0.68160 0.010 0.013 0.015
H -6.06875 -1.09998 -0.35736 -0.002 -0.001 0.000
H -6.91599 0.94855 0.75239 -0.003 0.002 -0.001
H -5.31850 2.65803 1.54945 -0.010 -0.005 0.000
H -2.92725 2.33781 1.27513 0.028 -0.012 0.013
H 1.86614 -0.86926 4.60049 0.002 0.000 -0.006
H 2.73940 -2.83674 5.80514 -0.001 -0.002 0.000
H 2.46494 -5.09428 4.84207 0.000 -0.001 -0.002
H 1.32104 -5.39088 2.67395 -0.001 0.002 -0.003
H 0.45908 -3.43820 1.45048 0.012 0.002 0.001
H 2.83228 1.13441 1.55356 0.012 -0.017 0.018
H 4.63401 1.16762 -0.12991 0.003 0.000 -0.007
H 4.68361 -0.54778 -1.91290 0.003 0.006 0.001
H 2.88098 -2.22986 -2.07113 -0.006 -0.003 0.004
H 1.03262 -2.22141 -0.45803 -0.019 0.005 0.007
C -0.26411 5.08817 2.45235 0.002 -0.127 -0.039
S -0.49938 3.36057 2.24497 0.137 0.538 0.038
O -1.39836 2.83827 3.20376 0.042 0.028 0.045
O 0.88011 2.71058 2.22000 -0.016 -0.182 -0.096
O -0.86917 3.08721 0.79439 -0.217 -0.440 0.142
H 0.29869 5.21626 3.37693 -0.009 -0.027 0.015
H -1.24870 5.54226 2.55052 -0.025 -0.029 -0.039
H 0.28001 5.49136 1.60115 0.014 -0.051 -0.021
F 2.88495 1.04996 -5.90968 -0.005 0.014 0.024
C 2.68570 1.61848 -4.73808 -0.014 0.008 0.037
C 1.86523 0.99724 -3.80303 0.004 -0.030 -0.024
F 1.29804 -0.17258 -4.06201 0.006 0.005 -0.013
C 1.69203 1.62622 -2.59268 0.075 0.096 0.129
F 0.89635 1.03560 -1.62974 -0.112 0.122 -0.065
C 2.29301 2.81230 -2.24431 -0.041 -0.054 -0.080
Se 1.99308 3.52581 -0.51815 -0.060 -0.223 0.043
C 3.11056 3.41445 -3.19074 -0.051 -0.021 0.103
F 3.71114 4.55789 -2.90268 0.028 0.012 -0.058
C 3.30406 2.82699 -4.43352 0.011 0.004 -0.002
F 4.08034 3.40538 -5.32694 -0.013 -0.013 0.013
```
Forces are in eV/Å.

Values from the calculation:
**Net charge**: +2
**HOMO-LUMO gap**: 0.2328 Ha
**Energy relative to the best compared isomer or geometry (same formula, charge and spin)**: 32.0 kcal per mole


Result set for largest force on an atom: 0.0281 0.0126 Eh/bohr, one per record in the order listed.
Result set for DFT total energy: -248701.166 -172686.167 eV, one per record in the order listed.